(1)
{
  "formula": "C3H6N2O3",
  "method": "the ωB97M-V functional and the def2-TZVPD basis",
  "e_lumo_ev": 0.13,
  "mol_weight_g_mol": 118.1,
  "total_charge": 0,
  "gap_ev": 9.763,
  "max_force_ev_per_a": 5.6,
  "energy_ev": -12323.2728,
  "elements": ["O", "O", "O", "N", "N", "C", "C", "C", "H", "H", "H", "H", "H", "H"],
  "coordinates": [[0.971, -0.412, -1.642], [-1.248, 2.579, 0.794], [2.556, -1.690, -0.561], [-0.344, 0.505, 0.566], [-0.271, 1.801, 1.043], [0.818, -0.287, 0.696], [1.645, -0.917, -0.477], [-1.616, 0.163, -0.049], [1.613, 0.102, 1.135], [-2.226, 0.010, 1.067], [-1.650, -0.992, -0.689], [0.879, -1.158, 1.457], [-2.262, 1.447, -0.778], [1.134, -1.153, -2.562]],
  "nbo_charge": [-0.743, -0.383, -0.551, -0.288, 0.233, -0.348, 0.809, -0.491, 0.263, 0.222, 0.257, 0.237, 0.282, 0.500]
}


(2)
{
  "formula": "C3H6N2O3",
  "method": "the ωB97M-V functional and the def2-TZVPD basis",
  "e_lumo_ev": -0.50,
  "mol_weight_g_mol": 118.1,
  "total_charge": 0,
  "gap_ev": 8.597,
  "max_force_ev_per_a": 3.6,
  "smiles": "C=C[N+](=O)[O-].C=[NH+][O-]",
  "energy_ev": -12324.3042,
  "elements": ["O", "O", "O", "N", "N", "C", "C", "C", "H", "H", "H", "H", "H", "H"],
  "coordinates": [[-1.670, 1.220, -0.864], [0.920, 0.301, 0.107], [-1.719, 1.336, 1.300], [1.315, 0.962, -0.836], [-1.850, 0.728, 0.249], [2.382, 1.680, -0.983], [-1.921, -0.669, 0.403], [-2.215, -1.577, -0.520], [0.883, 0.748, -1.754], [2.528, 2.233, -1.901], [-2.253, -2.638, -0.310], [-2.228, -1.244, -1.670], [3.125, 1.702, -0.187], [-1.819, -0.927, 1.448]],
  "nbo_charge": [-0.405, -0.510, -0.347, 0.009, 0.494, -0.240, -0.104, -0.321, 0.347, 0.197, 0.223, 0.226, 0.201, 0.230]
}


(3)
{
  "formula": "C3H6N2OS",
  "method": "the ωB97M-V functional and the def2-TZVPD basis",
  "e_lumo_ev": 0.00,
  "mol_weight_g_mol": 118.2,
  "total_charge": 0,
  "gap_ev": 9.619,
  "max_force_ev_per_a": 7.2,
  "smiles": "[H]/N=C(/N)SC(C)=O",
  "energy_ev": -19068.6582,
  "elements": ["S", "O", "N", "N", "C", "C", "C", "H", "H", "H", "H", "H", "H"],
  "coordinates": [[-0.041, -1.062, -0.150], [1.338, 1.421, -0.274], [-2.792, -0.480, -0.045], [-1.283, 1.494, 0.216], [-1.496, 0.236, 0.020], [1.387, 0.145, 0.050], [2.766, -0.491, 0.266], [2.773, -1.066, 1.223], [3.049, -1.160, -0.546], [3.219, 0.577, -0.033], [-2.760, -1.366, 0.382], [-3.467, 0.412, 0.382], [-0.281, 1.793, -0.044]],
  "nbo_charge": [0.071, -0.599, -0.848, -0.703, 0.369, 0.455, -0.755, 0.259, 0.250, 0.281, 0.386, 0.417, 0.417]
}


(4)
{
  "formula": "C3H6N2OS",
  "method": "the ωB97M-V functional and the def2-TZVPD basis",
  "e_lumo_ev": -0.39,
  "mol_weight_g_mol": 118.2,
  "total_charge": 0,
  "gap_ev": 8.505,
  "max_force_ev_per_a": 2.2,
  "smiles": "[H]/N=C(/NO)C(C)=S",
  "energy_ev": -19068.5976,
  "elements": ["S", "O", "N", "N", "C", "C", "C", "H", "H", "H", "H", "H", "H"],
  "coordinates": [[-1.827, -0.084, -0.830], [1.872, -1.234, -0.276], [1.666, 0.109, -0.630], [0.652, 1.925, 0.438], [-0.683, -0.808, 1.591], [-0.637, -0.070, 0.280], [0.594, 0.733, 0.059], [-1.759, -0.999, 1.887], [-0.190, -1.817, 1.480], [-0.193, 2.108, 1.019], [-0.113, -0.365, 2.379], [2.088, -1.660, -1.109], [2.550, 0.586, -0.406]],
  "nbo_charge": [0.094, -0.570, -0.331, -0.640, -0.698, -0.122, 0.339, 0.241, 0.262, 0.350, 0.231, 0.479, 0.367]
}


(5)
{
  "formula": "C3H6N2OS",
  "method": "the ωB97M-V functional and the def2-TZVPD basis",
  "e_lumo_ev": 0.71,
  "mol_weight_g_mol": 118.2,
  "total_charge": 0,
  "gap_ev": 9.333,
  "max_force_ev_per_a": 3.9,
  "smiles": "CN1CONC1=S",
  "energy_ev": -19068.1974,
  "elements": ["S", "O", "N", "N", "C", "C", "C", "H", "H", "H", "H", "H", "H"],
  "coordinates": [[-2.336, 1.045, -0.095], [-0.112, -2.100, 0.270], [-1.340, -1.405, -0.104], [0.184, 0.175, -0.375], [0.973, -0.902, 0.206], [-1.156, -0.045, -0.158], [0.589, 1.520, -0.221], [1.784, -1.263, -0.472], [1.260, 1.970, -1.067], [1.352, -0.677, 1.254], [-0.319, 2.184, -0.153], [-2.006, -2.021, 0.219], [1.126, 1.520, 0.698]],
  "nbo_charge": [-0.147, -0.396, -0.315, -0.454, 0.102, 0.211, -0.434, 0.200, 0.204, 0.177, 0.258, 0.410, 0.184]
}


(6)
{
  "formula": "C3H6N2OS",
  "method": "the ωB97M-V functional and the def2-TZVPD basis",
  "e_lumo_ev": 0.73,
  "mol_weight_g_mol": 118.2,
  "total_charge": 0,
  "gap_ev": 9.687,
  "max_force_ev_per_a": 2.6,
  "smiles": "SNC1=NCCO1",
  "energy_ev": -19069.7417,
  "elements": ["S", "O", "N", "N", "C", "C", "C", "H", "H", "H", "H", "H", "H"],
  "coordinates": [[3.120, 0.240, -0.267], [0.112, 0.936, 0.123], [1.815, -0.696, 0.248], [-0.498, -1.233, -0.141], [-1.728, -0.431, -0.189], [0.445, -0.379, 0.082], [-1.331, 1.055, -0.087], [-2.267, -0.887, 0.719], [-1.510, 1.630, -0.965], [-1.866, 1.495, 0.806], [-2.257, -0.592, -1.147], [3.881, 0.473, 0.957], [2.085, -1.610, -0.139]],
  "nbo_charge": [0.171, -0.499, -0.773, -0.523, -0.275, 0.667, -0.089, 0.206, 0.191, 0.192, 0.202, 0.117, 0.413]
}


(7)
{
  "formula": "C3H6N2OS",
  "method": "the ωB97M-V functional and the def2-TZVPD basis",
  "e_lumo_ev": 0.70,
  "mol_weight_g_mol": 118.2,
  "total_charge": 0,
  "gap_ev": 10.306,
  "max_force_ev_per_a": 3.0,
  "smiles": "N/C=N\\CC(=O)S",
  "energy_ev": -19070.3950,
  "elements": ["S", "O", "N", "N", "C", "C", "C", "H", "H", "H", "H", "H", "H"],
  "coordinates": [[2.175, -0.935, 1.176], [0.819, -2.048, -0.832], [-0.250, 0.873, 0.864], [-0.817, 0.777, -1.454], [-0.492, -0.593, 0.766], [0.771, -1.331, 0.175], [-0.446, 1.358, -0.275], [-0.345, 2.393, -0.454], [1.663, 0.048, 2.009], [-0.678, -1.092, 1.776], [-0.736, 1.421, -2.198], [-0.349, -0.122, -1.652], [-1.315, -0.747, 0.100]],
  "nbo_charge": [-0.016, -0.562, -0.482, -0.824, -0.378, 0.407, 0.288, 0.160, 0.174, 0.230, 0.386, 0.404, 0.213]
}


(8)
{
  "formula": "C3H6N2OS",
  "method": "the ωB97M-V functional and the def2-TZVPD basis",
  "e_lumo_ev": -0.04,
  "mol_weight_g_mol": 118.2,
  "total_charge": 0,
  "gap_ev": 8.226,
  "max_force_ev_per_a": 7.1,
  "smiles": "CO/C=N/NC=S",
  "energy_ev": -19066.3736,
  "elements": ["S", "O", "N", "N", "C", "C", "C", "H", "H", "H", "H", "H", "H"],
  "coordinates": [[0.804, -0.878, 2.434], [-0.908, 1.484, -2.168], [0.050, 0.077, -0.448], [0.241, -1.306, -0.135], [-0.746, 2.637, -1.493], [-0.837, 0.235, -1.543], [0.755, -1.683, 1.043], [0.014, -2.215, -0.796], [-0.638, 3.652, -2.165], [-1.296, -0.530, -2.285], [-1.842, 2.899, -0.778], [0.122, 2.547, -0.564], [0.978, -2.713, 1.041]],
  "nbo_charge": [-0.096, -0.516, -0.267, -0.442, -0.286, 0.345, -0.106, 0.387, 0.224, 0.194, 0.159, 0.218, 0.184]
}